{
  "formula": "C26H37O12P4S5V",
  "method": "ωB97M-V/def2-TZVPD",
  "e_above_lowest_kcal_mol": 90.6,
  "s_squared": 2.013,
  "homo_energy_ha": [-0.218, -0.218],
  "spin_multiplicity": 3,
  "gap_ha": [0.167, 0.183],
  "species": ["C", "S", "C", "C", "H", "H", "C", "H", "H", "P", "H", "O", "V", "H", "S", "C", "H", "P", "C", "H", "C", "C", "H", "H", "O", "H", "C", "H", "C", "H", "H", "C", "H", "C", "H", "H", "C", "C", "O", "C", "O", "H", "H", "C", "O", "H", "C", "H", "H", "H", "H", "C", "P", "O", "O", "C", "H", "C", "P", "H", "O", "H", "C", "H", "C", "H", "C", "C", "H", "O", "O", "S", "O", "C", "S", "S", "H", "H", "H", "O", "C", "H", "H", "H", "H"],
  "positions_angstrom": [[-3.743265, 1.810351, -0.864253], [4.110944, -1.288544, -3.072122], [0.209877, -3.913503, -2.299714], [3.379509, -4.132635, 1.526740], [0.839551, -4.474821, -1.624064], [3.517579, -2.419888, -5.119995], [-3.072762, 2.906168, -1.677100], [2.186438, 3.255368, 1.924128], [-3.163433, 0.065531, 3.820584], [1.274218, 0.581556, 2.433320], [-5.487250, 0.658523, 4.369946], [-2.772159, 1.811213, 2.807917], [-1.008573, 0.235644, 0.446474], [-3.440149, 3.876965, -1.345540], [4.047523, 4.019186, -5.463814], [-1.809254, -2.829546, 0.586766], [2.301008, -2.304018, -1.108025], [-2.276399, 2.071444, 1.295124], [3.426250, -3.450758, 0.320646], [-2.114188, 3.769069, 4.163345], [-4.834912, 1.436401, 3.984657], [-0.717277, -3.615797, -4.495743], [-4.449069, 2.020156, 4.816476], [2.134778, -2.348203, -3.979788], [-3.684691, 2.085307, 0.528118], [-2.978109, 5.099652, 3.396222], [-1.992448, 4.685787, 3.593328], [0.130061, -3.664636, 2.325401], [-2.147165, -1.789205, 1.640966], [4.007437, 0.170750, 1.534169], [-1.419590, 5.399398, 4.181877], [2.317214, 1.467106, 1.204292], [-2.601228, -2.848803, -0.171327], [3.388660, 0.523189, 0.709475], [-0.800116, -3.936141, -5.521882], [2.897868, -0.330892, 0.240539], [3.522293, 0.229487, -3.722771], [3.203392, -2.508678, -4.084197], [-2.066651, 3.662048, 1.372403], [-1.282744, -2.077779, -2.755431], [2.138656, 2.372758, -1.425731], [-1.078457, 5.365502, 1.765684], [-1.649747, -3.825933, 1.003824], [-1.273610, 4.416360, 2.277709], [0.209893, 1.719830, 2.844408], [-3.249195, 0.838975, -1.068094], [2.281491, -2.855146, -0.175408], [4.351177, -3.370855, -0.231294], [-1.990127, 2.863982, -1.520291], [-0.563456, 1.319294, 3.265522], [-3.280417, 2.777581, -2.737246], [3.572864, 2.612669, -4.776548], [-0.319538, -2.055122, -0.203327], [0.660011, -0.728641, 2.192587], [-2.245993, -2.017846, 2.822113], [-1.411508, -2.496463, -4.065233], [-2.030029, -1.942883, -4.754924], [2.188674, -4.219333, 2.231166], [1.339803, 2.058852, -0.240954], [-1.790298, -1.181962, -2.401938], [0.684004, 3.426976, 0.342369], [-4.810473, 1.738600, -1.093676], [2.226080, 0.654155, -3.639696], [0.608767, -5.206271, -3.954461], [-0.458163, -2.771535, -1.873485], [-0.323725, 3.911575, 2.456855], [1.037558, -3.626257, 1.739938], [1.078739, -2.955852, 0.522110], [0.859480, 4.109855, -0.309873], [0.170465, 1.083628, -0.320421], [-2.274945, -0.614745, 1.110414], [4.687722, 1.316517, -4.430625], [2.855928, 2.556998, 1.917789], [-3.697765, 0.798006, 3.205089], [0.958264, -0.182575, -2.925179], [1.929861, 2.237135, -4.369830], [2.847893, 1.216004, 3.782930], [4.007810, 1.024058, -0.032823], [-5.401129, 2.093907, 3.331523], [2.234320, 0.482326, 3.698961], [0.076782, -4.329768, -3.613604], [-4.096629, 0.293192, 2.321527], [2.153436, -4.741005, 3.178182], [4.272631, -4.592065, 1.927506], [3.479726, -3.480934, -3.690693]],
  "forces_ev_per_a": [[0.06, -0.14, -0.81], [-0.11, -0.11, -0.09], [-0.03, -0.01, 0.08], [0.05, -0.04, 0.03], [0.03, 0.03, 0.03], [-0.02, -0.05, -0.07], [-0.02, -0.16, 0.30], [0.11, 0.16, 0.00], [-0.08, 0.13, -0.25], [1.39, 0.76, 1.60], [-0.11, -0.08, 0.05], [0.88, 0.16, -0.41], [0.86, -0.37, -0.72], [0.03, 0.03, -0.08], [0.08, 0.43, -0.16], [0.11, 0.40, 0.34], [0.15, 0.08, -0.15], [-2.19, 2.52, 0.99], [0.08, -0.01, 0.05], [0.00, 0.00, 0.08], [0.39, 0.04, -0.26], [-0.10, 0.01, 0.00], [0.01, 0.02, 0.11], [-0.05, 0.05, 0.00], [0.22, -0.19, 0.56], [-0.10, 0.08, 0.04], [-0.01, -0.17, -0.33], [-0.07, 0.00, 0.03], [-0.55, -3.81, 1.78], [0.00, -0.03, 0.03], [0.05, 0.05, 0.02], [-0.93, -0.42, -0.09], [0.17, 0.03, 0.11], [0.11, -0.05, -0.06], [0.00, -0.03, -0.15], [0.16, -0.09, -0.12], [-0.41, 0.08, 0.14], [0.33, 0.42, 0.11], [-0.01, -1.03, -0.51], [-0.12, -0.12, 0.21], [-0.13, -0.11, 0.73], [0.03, -0.23, 0.04], [-0.06, 0.24, -0.06], [0.47, 0.54, 0.67], [0.08, -0.22, -0.29], [-0.37, 0.21, -0.01], [-0.24, 0.01, -0.02], [0.08, 0.03, -0.05], [-0.05, 0.12, -0.14], [-0.24, 0.10, 0.32], [0.05, -0.02, -0.04], [0.12, -0.47, 0.03], [0.01, -2.21, -0.90], [-0.75, 0.09, -0.57], [0.03, 0.35, -0.49], [-0.13, -0.10, 0.00], [-0.03, 0.07, -0.05], [-0.06, -0.04, 0.08], [2.57, 2.40, -0.86], [0.04, -0.04, -0.21], [-0.05, -0.79, 0.24], [0.23, -0.15, -0.01], [1.04, 0.26, -0.38], [0.03, -0.06, -0.01], [-0.12, 0.42, 0.00], [-0.14, 0.18, -0.07], [-0.07, 0.03, -0.13], [0.24, 0.35, 0.01], [0.10, 0.37, -0.25], [2.79, 2.17, -2.22], [-4.56, -0.97, 1.71], [-0.49, 0.40, -0.12], [0.26, 0.25, 0.16], [-0.75, -0.58, 0.47], [-0.85, -0.48, 0.15], [0.58, -0.45, -0.05], [0.19, 0.38, -0.03], [-0.02, 0.00, -0.03], [-0.14, 0.09, -0.02], [-0.24, -0.49, -0.23], [-0.01, -0.01, 0.01], [0.10, 0.04, 0.17], [0.02, -0.01, 0.02], [0.04, -0.03, -0.01], [0.04, -0.21, 0.02]]
}